Entry 1:
Here is 2 unconnected molecules or ions with the total composition C17H19F18O2P in a non-equilibrium geometry from OMol25. Energies are from the ωB97M-V functional and the def2-TZVPD basis.

Geometry as XYZ:
```
57
Properties=species:S:1:pos:R:3:lowdin_charge:R:1
C 3.799 1.226 4.401 0.056
C 3.353 0.925 3.189 -0.204
P 2.656 0.217 1.585 0.791
F 3.279 -1.368 1.974 -0.355
C 3.580 0.109 -0.070 -0.275
C 5.124 0.548 0.152 -0.189
C 6.060 -0.616 -0.486 -0.233
O 5.811 -1.846 0.251 -0.250
C 6.034 -3.027 -0.572 -0.119
C 1.914 1.942 1.214 -0.328
C 0.271 1.975 1.286 -0.128
C -0.359 1.697 -0.164 -0.251
F 0.438 0.603 -0.742 -0.004
F -0.170 2.803 -1.100 0.035
C -1.884 1.138 -0.153 -0.155
F -1.796 -0.196 0.437 0.047
F -2.201 0.889 -1.559 0.052
C -2.956 2.095 0.563 -0.159
F -2.773 3.417 -0.035 0.070
F -2.739 2.297 1.976 0.082
C -4.506 1.727 0.320 -0.141
F -5.262 2.795 0.972 0.064
F -4.880 1.839 -1.084 0.081
C -5.022 0.350 0.978 -0.149
F -6.311 0.653 1.597 0.064
F -4.207 -0.179 2.029 0.089
C -5.373 -0.824 -0.109 -0.154
F -6.584 -0.476 -0.843 0.069
F -4.347 -1.016 -1.093 0.082
C -5.667 -2.265 0.563 -0.162
F -6.678 -2.897 -0.282 0.064
F -6.238 -2.216 1.875 0.090
C -4.415 -3.284 0.579 -0.252
F -3.209 -2.751 1.124 0.097
F -4.800 -4.379 1.461 0.065
F -4.250 -3.896 -0.719 0.085
H 4.011 1.352 5.532 0.062
H 1.298 -0.301 1.597 0.062
H 3.116 0.752 -0.917 0.092
H 3.472 -0.996 -0.430 0.106
H 5.385 0.596 1.276 0.103
H 5.346 1.574 -0.324 0.120
H 7.155 -0.310 -0.295 0.130
H 5.793 -0.679 -1.605 0.126
H 7.133 -3.384 -0.407 0.100
H 5.305 -3.882 -0.262 0.104
H 5.872 -2.840 -1.706 0.092
H 2.257 2.411 0.214 0.095
H 2.276 2.679 2.044 0.084
H -0.129 1.285 2.120 0.124
H -0.012 3.059 1.615 0.140
C -0.898 -0.021 -4.914 -0.164
O 0.287 0.610 -4.454 -0.129
H -0.880 -0.053 -6.005 0.078
H -0.947 -1.040 -4.523 0.076
H -1.770 0.550 -4.584 0.071
H 0.244 0.626 -3.487 0.054
```

- HOMO (eV) = -9.8
- structure (SMILES) = C#C[PH](F)(CCCOC)CCC(F)(F)C(F)(F)C(F)(F)C(F)(F)C(F)(F)C(F)(F)C(F)(F)C(F)(F)F.CO
- net charge = 0
- energy (eV) = -80225.3170
- orbital gap (eV) = 9.5

Entry 2:
Here is a molecular structure, C38H65N2O4Sc from OMol25. Energies are from the ωB97M-V functional and the def2-TZVPD basis.

Geometry as XYZ:
```
110
Properties=species:S:1:pos:R:3:lowdin_charge:R:1
Sc -0.778 -1.219 1.483 1.008
C -3.312 -1.588 3.377 -0.064
N -1.924 -1.176 3.633 -0.305
C -1.284 -2.131 4.540 -0.058
C -1.912 0.178 4.201 -0.179
C -0.568 0.849 4.008 -0.167
N -0.212 0.990 2.584 -0.166
C -1.013 2.097 2.005 -0.108
C -1.288 2.061 0.528 -0.126
C -0.922 3.119 -0.292 0.021
C -1.330 3.177 -1.617 -0.165
C -2.160 2.150 -2.070 0.021
C -2.573 1.076 -1.285 -0.099
C -2.076 1.008 0.038 -0.318
O -2.294 -0.042 0.826 -0.189
C -3.590 0.046 -1.798 -0.522
C -4.812 0.062 -0.866 -0.034
C -4.078 0.383 -3.209 -0.069
C -3.005 -1.373 -1.841 -0.042
C -0.937 4.306 -2.569 -0.555
C -0.121 5.391 -1.866 -0.064
C -0.092 3.730 -3.714 -0.039
C -2.196 4.964 -3.151 -0.048
C 1.240 1.282 2.493 -0.111
C 1.962 0.823 1.260 -0.134
C 2.652 1.718 0.454 0.022
C 3.474 1.272 -0.571 -0.167
C 3.617 -0.109 -0.709 0.020
C 2.948 -1.050 0.071 -0.097
C 2.043 -0.560 1.043 -0.321
O 1.222 -1.357 1.730 -0.183
C 3.194 -2.554 -0.107 -0.521
C 1.949 -3.235 -0.686 -0.051
C 4.360 -2.838 -1.059 -0.067
C 3.548 -3.183 1.249 -0.037
C 4.248 2.206 -1.500 -0.556
C 3.901 1.882 -2.960 -0.043
C 3.907 3.673 -1.245 -0.063
C 5.755 2.013 -1.286 -0.045
H -3.896 -1.582 4.307 0.102
H -3.321 -2.586 2.950 0.063
H -3.759 -0.903 2.658 0.084
H -1.826 -2.189 5.493 0.100
H -0.253 -1.840 4.739 0.093
H -1.274 -3.114 4.077 0.069
H -2.153 0.150 5.273 0.134
H -2.703 0.743 3.712 0.114
H 0.203 0.243 4.483 0.113
H -0.565 1.825 4.514 0.138
H -0.541 3.053 2.268 0.128
H -1.985 2.078 2.497 0.121
H -0.317 3.910 0.135 0.108
H -2.514 2.201 -3.090 0.093
H -5.265 1.056 -0.847 0.092
H -4.531 -0.213 0.148 0.070
H -5.561 -0.647 -1.226 0.085
H -4.545 1.369 -3.256 0.086
H -4.826 -0.354 -3.510 0.085
H -3.269 0.347 -3.942 0.086
H -2.696 -1.721 -0.857 0.060
H -2.144 -1.424 -2.513 0.091
H -3.762 -2.064 -2.222 0.089
H 0.807 4.995 -1.452 0.064
H -0.687 5.857 -1.056 0.089
H 0.142 6.171 -2.582 0.087
H 0.822 3.278 -3.325 0.068
H 0.188 4.518 -4.418 0.086
H -0.639 2.963 -4.264 0.081
H -2.821 5.372 -2.355 0.091
H -2.797 4.255 -3.721 0.075
H -1.918 5.780 -3.823 0.084
H 1.711 0.768 3.333 0.128
H 1.405 2.357 2.639 0.128
H 2.537 2.777 0.654 0.108
H 4.298 -0.470 -1.467 0.094
H 1.715 -2.841 -1.678 0.095
H 1.079 -3.093 -0.048 0.044
H 2.130 -4.309 -0.786 0.093
H 4.153 -2.504 -2.078 0.083
H 4.527 -3.916 -1.099 0.086
H 5.287 -2.369 -0.721 0.089
H 2.740 -3.058 1.966 0.071
H 4.452 -2.726 1.656 0.091
H 3.738 -4.252 1.119 0.085
H 2.829 1.993 -3.136 0.073
H 4.179 0.860 -3.222 0.078
H 4.432 2.557 -3.635 0.086
H 2.841 3.862 -1.384 0.065
H 4.454 4.304 -1.948 0.087
H 4.183 3.984 -0.235 0.086
H 6.058 0.985 -1.491 0.078
H 6.030 2.244 -0.255 0.090
H 6.321 2.670 -1.950 0.084
C -0.192 -5.034 1.877 -0.019
C -1.430 -4.425 1.213 -0.694
C -1.488 -4.841 -0.256 -0.024
C -2.695 -4.910 1.922 -0.044
O -1.357 -3.022 1.266 -0.265
H -0.274 -6.122 1.940 0.088
H -0.074 -4.640 2.887 0.076
H 0.710 -4.788 1.317 0.065
H -1.520 -5.928 -0.360 0.087
H -0.612 -4.465 -0.784 0.072
H -2.378 -4.417 -0.725 0.082
H -2.816 -5.987 1.798 0.086
H -3.574 -4.414 1.505 0.087
H -2.649 -4.700 2.993 0.071
O -0.115 -0.861 -0.719 -0.027
H -0.603 -0.153 -1.169 0.067
H 0.830 -0.682 -0.850 0.069
```

- HOMO (eV) = -7.6
- ΔE to the lowest compared entry with this formula, charge and spin (kJ/mol) = 0.0
- net charge = 0
- energy (eV) = -72339.1829
- orbital gap (eV) = 8.1

Entry 3:
Here is a molecular structure, C7H2Br2F5LiOSe from OMol25. Energies are from the ωB97M-V functional and the def2-TZVPD basis.

Geometry as XYZ:
```
19
Properties=species:S:1:pos:R:3:lowdin_charge:R:1
Li -0.153 -0.277 0.007 0.325
Br 0.019 0.036 2.673 0.089
C 1.811 -0.505 1.401 -0.757
Br 2.370 -0.805 -0.770 0.090
H 2.074 -1.469 1.816 -0.072
H 2.462 0.325 1.643 -0.074
F -0.382 8.148 -2.210 0.067
C -0.478 6.825 -1.952 -0.167
C -1.221 6.360 -0.880 -0.164
F -1.854 7.243 -0.078 0.074
C -1.315 5.003 -0.630 -0.277
F -2.057 4.645 0.430 0.051
C -0.695 4.021 -1.416 -0.623
Se -0.886 2.181 -1.093 0.527
C 0.049 4.543 -2.486 -0.275
F 0.699 3.717 -3.320 0.053
C 0.160 5.895 -2.755 -0.164
F 0.892 6.320 -3.808 0.074
O -1.356 -1.625 -0.481 -0.779
```

- HOMO (spin up / spin down) (eV) = -1.3 / -1.0
- ΔE to the lowest compared entry with this formula, charge and spin (kJ/mol) = 0.0
- net charge = -2
- energy (eV) = -228560.3225
- orbital gap (spin up / spin down) (eV) = 6.0 / 5.7

Entry 4:
Here is 4 unconnected molecules or ions with the total composition C22H28O11 in a non-equilibrium geometry from OMol25. Energies are from the ωB97M-V functional and the def2-TZVPD basis.

Geometry as XYZ:
```
61
Properties=species:S:1:pos:R:3:lowdin_charge:R:1
O -2.240 2.717 -3.080 0.161
C -2.818 2.308 -2.134 -0.420
C -4.074 2.890 -1.355 -0.056
C -3.947 2.303 0.128 -0.086
C -2.504 1.691 -0.010 -0.285
C -1.904 0.824 1.116 -0.134
C -1.780 1.432 2.442 -0.038
C -1.219 0.691 3.554 -0.075
C -0.807 -0.679 3.315 -0.083
C -0.903 -1.298 2.011 -0.050
C -1.447 -0.539 0.901 -0.004
O -2.520 1.161 -1.358 -0.045
H -4.970 2.412 -1.845 0.123
H -4.251 3.993 -1.416 0.121
H -4.619 1.410 0.246 0.129
H -4.077 3.109 0.895 0.121
H -1.795 2.564 -0.106 0.153
H -2.134 2.472 2.604 0.105
H -1.149 1.217 4.531 0.100
H -0.396 -1.270 4.165 0.100
H -0.569 -2.348 1.905 0.110
H -1.528 -0.959 -0.122 0.090
C -4.841 -2.331 -3.795 -0.020
C -4.422 -2.519 -2.355 -0.338
C -3.026 -2.053 -2.052 -0.104
O -2.677 -2.866 -0.927 0.041
C -3.401 -4.015 -1.040 -0.543
O -3.227 -4.986 -0.375 0.169
O -4.344 -3.907 -2.016 0.088
H -5.765 -2.876 -3.998 0.089
H -4.997 -1.275 -4.019 0.088
H -4.086 -2.725 -4.480 0.090
H -5.155 -2.054 -1.688 0.161
H -2.982 -0.996 -1.796 0.108
H -2.313 -2.257 -2.857 0.148
C 1.078 2.107 -3.099 -0.018
C 1.442 1.919 -1.645 -0.337
C 2.843 2.339 -1.297 -0.098
O 3.121 1.526 -0.155 0.061
C 2.363 0.401 -0.282 -0.541
O 2.480 -0.569 0.399 0.150
O 1.460 0.532 -1.290 0.088
H 0.143 1.592 -3.325 0.075
H 0.964 3.164 -3.340 0.095
H 1.840 1.680 -3.757 0.090
H 0.703 2.416 -1.008 0.153
H 2.917 3.397 -1.048 0.142
H 3.574 2.102 -2.075 0.141
C 5.520 -1.774 1.389 -0.016
C 5.648 -1.428 2.852 -0.336
C 5.770 0.043 3.129 -0.102
O 6.474 0.055 4.374 0.060
C 7.218 -1.085 4.413 -0.553
O 8.059 -1.311 5.224 0.160
O 6.874 -1.928 3.401 0.084
H 5.651 -2.847 1.237 0.090
H 4.542 -1.481 1.005 0.062
H 6.291 -1.277 0.796 0.090
H 4.824 -1.877 3.417 0.162
H 4.803 0.536 3.226 0.141
H 6.372 0.577 2.389 0.139
```

- HOMO (eV) = -9.3
- structure (SMILES) = O=C1CC[C@@H](c2ccccc2)O1.C[C@@H]1COC(=O)O1.C[C@@H]1COC(=O)O1.C[C@@H]1COC(=O)O1
- net charge = 0
- energy (eV) = -45790.3947
- orbital gap (eV) = 9.5

Entry 5:
Here is a molecular structure, C5H10O in a non-equilibrium geometry from OMol25. Energies are from the ωB97M-V functional and the def2-TZVPD basis.

Geometry as XYZ:
```
16
Properties=species:S:1:pos:R:3:lowdin_charge:R:1
C 1.717 0.181 -0.919 -0.139
C 0.804 0.804 0.080 -0.105
C -0.328 0.001 1.512 -0.489
O -1.056 0.903 1.905 -0.027
C -0.527 -0.701 0.288 -0.150
C -1.837 -0.537 -0.442 -0.067
H 2.280 -0.633 -0.450 0.082
H 2.424 0.901 -1.338 0.077
H 1.090 -0.228 -1.708 0.072
H 1.384 1.279 0.909 0.121
H 0.155 1.610 -0.270 0.108
H 0.557 -0.392 2.052 0.132
H -0.091 -1.712 0.198 0.136
H -2.065 0.525 -0.505 0.079
H -2.674 -0.988 0.119 0.096
H -1.834 -1.012 -1.430 0.075
```

- HOMO (eV) = -8.8
- ΔE to the lowest compared entry with this formula, charge and spin (kJ/mol) = 274.6
- net charge = 0
- energy (eV) = -7391.9193
- orbital gap (eV) = 9.7

Entry 6:
Here is a molecular structure, C33H20BClFIN6O14Zr in a non-equilibrium geometry from OMol25. Energies are from the ωB97M-V functional and the def2-TZVPD basis.

Geometry as XYZ:
```
78
Properties=species:S:1:pos:R:3:lowdin_charge:R:1
Zr -0.909 -0.490 0.464 1.869
C -2.328 0.531 2.829 -0.123
C -1.662 1.391 3.698 -0.062
C -0.938 0.874 4.758 -0.075
C -0.876 -0.503 4.955 -0.078
C -1.513 -1.361 4.078 -0.070
C -2.241 -0.851 3.005 -0.129
H -2.992 0.948 2.090 0.098
H -1.730 2.461 3.552 0.120
H -0.436 1.542 5.447 0.115
H -0.329 -0.899 5.802 0.114
H -1.459 -2.430 4.231 0.119
H -2.824 -1.521 2.382 0.100
Cl 0.287 -6.090 -4.094 0.711
C -0.254 -4.964 -2.895 -0.604
C -1.592 -4.813 -2.678 -0.169
C -2.046 -3.889 -1.727 -0.615
I -4.097 -3.665 -1.411 1.026
C -1.183 -3.105 -0.981 -0.371
O -1.607 -2.196 -0.102 -0.311
C 0.218 -3.315 -1.167 -0.147
N 1.050 -2.628 -0.344 0.110
C 2.337 -2.831 -0.474 -0.108
C 2.909 -3.652 -1.460 -0.021
C 2.086 -4.349 -2.295 -0.011
C 0.689 -4.230 -2.142 -0.161
H -2.303 -5.402 -3.238 0.095
H 2.981 -2.338 0.243 0.096
H 3.985 -3.716 -1.540 0.113
H 2.484 -5.001 -3.060 0.094
O -5.890 4.233 -3.858 0.091
N -6.174 3.208 -3.270 -0.352
O -7.234 2.619 -3.359 0.090
C -5.161 2.638 -2.387 -0.119
C -5.404 1.443 -1.750 0.100
C -4.424 0.889 -0.949 -0.032
C -3.152 1.512 -0.753 -0.203
O -2.192 0.950 -0.125 -0.222
C -3.033 2.822 -1.324 -0.033
C -3.985 3.340 -2.161 0.100
N -1.897 3.679 -0.981 -0.333
O -1.421 3.584 0.130 0.115
O -1.588 4.530 -1.797 0.080
N -4.736 -0.333 -0.244 -0.330
O -3.863 -0.832 0.450 -0.028
O -5.846 -0.809 -0.365 0.065
H -6.353 0.942 -1.870 0.140
H -3.840 4.307 -2.620 0.140
F 5.142 -0.741 -0.286 0.088
C 4.869 -0.354 0.966 -0.179
C 3.603 -0.159 1.357 0.053
N 3.301 0.160 2.660 0.034
C 1.940 0.290 3.185 -0.012
C 0.869 -0.016 2.153 -0.610
O 0.466 -1.196 1.979 -0.085
O 0.371 0.920 1.467 -0.076
C 4.292 0.298 3.624 -0.468
O 4.029 0.528 4.784 0.096
N 5.576 0.149 3.154 0.221
C 6.001 -0.186 1.866 -0.393
O 7.169 -0.308 1.594 0.117
H 2.788 -0.262 0.655 0.125
H 1.790 1.304 3.551 0.145
H 1.839 -0.400 4.020 0.135
H 6.301 0.273 3.846 0.172
O 1.644 -0.104 -1.635 0.101
B 0.298 0.170 -1.341 -0.464
O 0.070 1.522 -1.662 0.100
C 1.245 2.048 -2.128 -0.190
C 1.542 3.342 -2.503 0.020
C 2.853 3.590 -2.893 -0.079
C 3.809 2.580 -2.925 -0.082
C 3.497 1.276 -2.557 0.007
C 2.205 1.046 -2.135 -0.200
H 0.795 4.123 -2.478 0.105
H 3.136 4.593 -3.185 0.104
H 4.820 2.809 -3.234 0.104
H 4.226 0.480 -2.590 0.115
```

- HOMO (eV) = -8.6
- net charge = 0
- energy (eV) = -97446.6917
- orbital gap (eV) = 7.2

Repeat the third record exactly.
Here is a molecular structure, C7H2Br2F5LiOSe from OMol25. Energies are from the ωB97M-V functional and the def2-TZVPD basis.

Geometry as XYZ:
```
19
Properties=species:S:1:pos:R:3:lowdin_charge:R:1
Li -0.153 -0.277 0.007 0.325
Br 0.019 0.036 2.673 0.089
C 1.811 -0.505 1.401 -0.757
Br 2.370 -0.805 -0.770 0.090
H 2.074 -1.469 1.816 -0.072
H 2.462 0.325 1.643 -0.074
F -0.382 8.148 -2.210 0.067
C -0.478 6.825 -1.952 -0.167
C -1.221 6.360 -0.880 -0.164
F -1.854 7.243 -0.078 0.074
C -1.315 5.003 -0.630 -0.277
F -2.057 4.645 0.430 0.051
C -0.695 4.021 -1.416 -0.623
Se -0.886 2.181 -1.093 0.527
C 0.049 4.543 -2.486 -0.275
F 0.699 3.717 -3.320 0.053
C 0.160 5.895 -2.755 -0.164
F 0.892 6.320 -3.808 0.074
O -1.356 -1.625 -0.481 -0.779
```

- HOMO (spin up / spin down) (eV) = -1.3 / -1.0
- ΔE to the lowest compared entry with this formula, charge and spin (kJ/mol) = 0.0
- net charge = -2
- energy (eV) = -228560.3225
- orbital gap (spin up / spin down) (eV) = 6.0 / 5.7

The lowest energy belongs to which entry? C7H2Br2F5LiOSe

What is the energy in the fifth record? -7391.9193 eV

Look up the net charge of the fourth one. 0